1.
ORCA calculation (the ωB97M-V functional and the def2-TZVPD basis) on a molecular structure, C26H61Cl2FN7NbO7PS in a non-equilibrium geometry.

## Properties
Total charge = -1
LUMO level = 1.6 eV

Last column: Löwdin charge in e.
Atoms and positions in Å:
H -2.112 -1.457 0.755  0.134
F 5.005 4.838 3.115  -0.212
C 3.985 2.579 3.788  -0.410
O 2.417 -4.291 -2.154  -0.008
N 5.566 -0.326 7.557  -0.206
H 0.181 9.951 1.585  0.086
N -0.855 8.444 2.569  -0.210
H 3.823 -1.097 6.737  0.116
H 3.338 0.114 2.319  -0.098
H -3.510 -1.789 -2.258  0.069
H -10.463 -5.022 -6.159  0.093
H 3.058 0.090 4.919  -0.118
H -1.593 10.093 1.489  0.079
Nb 2.328 1.038 3.549  1.211
C -3.285 -2.373 -1.361  -0.081
H 3.356 -0.105 -3.735  0.096
C -1.900 8.471 3.468  -0.334
H 5.002 2.084 3.446  0.053
C 1.180 1.681 0.518  -0.637
H 4.960 -0.590 -3.137  0.095
H -7.966 -7.061 -5.876  0.089
H -7.332 0.790 -4.888  0.087
H -2.625 9.276 3.263  0.123
C 2.996 -5.025 -1.364  -0.336
H 3.006 -3.411 1.574  0.098
H -8.635 -0.434 -4.858  0.082
C -5.945 -1.974 -4.181  -0.336
H -6.541 -5.990 -5.913  0.090
N 3.224 -4.746 -0.033  -0.206
H -1.513 -3.193 -2.994  0.087
C 3.773 3.978 2.960  -0.258
H -0.583 1.985 4.939  -0.092
H 3.610 3.789 1.817  0.100
H 4.215 -6.573 0.297  0.078
P 0.822 2.181 5.303  -0.063
H 4.812 -5.179 1.234  0.089
H 0.642 7.546 3.700  0.097
O -5.326 -2.612 -3.339  -0.014
S 1.113 1.335 7.058  -0.181
Cl 0.389 3.829 2.321  0.373
C -9.709 -5.203 -6.932  -0.052
O 5.086 -0.425 5.295  -0.074
C 5.457 1.895 -5.103  -0.074
H 4.997 3.123 -2.873  0.131
C 0.174 7.436 2.717  -0.055
H 3.254 -5.947 1.662  0.088
H -7.319 -6.483 -7.440  0.088
C 1.839 0.288 -0.043  -0.188
C 2.754 -3.489 0.513  -0.037
H 4.146 -1.067 8.922  0.086
H 0.932 7.540 1.935  0.092
H -5.801 -2.153 -5.259  0.127
Cl 0.266 2.744 -0.751  0.402
H 6.720 1.239 6.819  0.092
O -8.733 -2.893 -5.673  0.010
H 5.855 -1.281 9.379  0.080
H -9.820 -4.447 -7.715  0.092
H -7.246 -0.634 -5.956  0.083
C 5.135 -0.603 8.911  -0.072
H 1.916 -0.579 0.739  0.018
H 2.875 0.467 -0.608  0.067
H -7.531 -1.533 -2.021  0.094
H -7.007 -3.910 -5.336  0.112
H -3.578 -3.415 -1.516  0.085
C -0.754 9.393 1.480  -0.074
C 3.918 -5.671 0.838  -0.072
C 1.249 2.198 1.913  -0.757
H 3.218 -2.666 -0.037  0.094
H 1.100 3.604 5.390  -0.101
N -1.859 -2.321 -1.115  -0.201
H 3.394 -6.005 -1.673  0.122
O 4.137 1.674 -1.738  0.001
H 2.901 4.623 3.458  0.083
H 6.363 1.328 -5.334  0.085
H -0.287 -2.014 -2.441  0.091
C -1.337 -1.810 0.054  -0.296
O -2.048 7.701 4.409  0.007
H -6.235 -0.315 -2.051  0.093
H 1.099 -0.108 -0.892  0.070
C 6.859 0.292 7.347  -0.058
H 4.751 1.815 -5.934  0.085
H 5.719 2.945 -4.953  0.082
C -7.497 -6.219 -6.393  -0.062
H 5.097 0.337 9.469  0.087
H 4.107 2.862 4.922  0.047
C -7.158 -0.644 -2.538  -0.040
N 4.845 1.335 -3.916  -0.210
H -3.846 -1.964 -0.516  0.085
C -7.559 -0.276 -4.972  -0.081
C 4.784 -0.631 6.464  -0.357
N -6.868 -0.985 -3.915  -0.191
H 4.652 -0.512 -4.897  0.084
H 7.360 0.473 8.302  0.081
H -0.286 6.445 2.654  0.043
O -0.146 -1.735 0.327  -0.027
H 7.474 -0.370 6.729  0.087
H -0.752 8.845 0.534  0.088
C -8.028 -3.891 -5.751  -0.306
H 1.669 -3.430 0.388  0.076
C -0.955 -2.822 -2.129  -0.043
H -0.355 -3.631 -1.703  0.081
H 1.063 -0.263 3.421  -0.136
H -7.905 0.153 -2.487  0.089
C 4.646 2.082 -2.774  -0.304
N -8.392 -5.082 -6.342  -0.205
C 4.431 -0.053 -3.930  -0.046
H -9.852 -6.199 -7.359  0.087

2.
ORCA calculation (the ωB97M-V functional and the def2-TZVPD basis) on a molecular structure, C3H7NO4S2 in a non-equilibrium geometry.

## Properties
ΔE to the lowest compared entry with this formula, charge and spin = 2.0 kcal per mole
LUMO level (alpha / beta) = -0.4 / -0.4 eV

Last column: Löwdin charge in e.
Atoms and positions in Å:
O 1.340 -0.094 0.899  -0.142
C 0.422 0.962 0.662  -0.341
H -0.381 1.022 1.285  0.115
O 2.982 0.224 -0.874  -0.188
C 1.138 2.392 0.591  0.038
H 1.609 2.422 1.532  0.078
O 0.552 -0.324 -1.305  -0.126
S 1.917 -0.619 -0.466  0.632
H -0.147 -2.981 0.013  0.005
H 1.743 2.244 -0.313  0.089
H -1.363 -3.782 0.665  -0.037
H -0.186 -3.356 1.576  -0.001
H 0.259 2.950 0.555  0.059
S -1.561 1.220 -1.346  0.782
O 2.086 -2.024 -0.349  -0.201
N -0.759 -3.067 0.828  0.055
C -0.197 0.574 -0.690  -0.816